Record 1
120
Properties=species:S:1:pos:R:3:forces:R:3:lowdin_charge:R:1 method="wB97M-V/def2-TZVPD" charge=0 homo_ev=-9.3 gap_ev=9.29
C -5.868633 3.108333 -3.245158 1.1276 0.9675 0.4543 -0.10
C -5.756957 3.347678 -4.748304 0.1035 -1.8232 1.0015 -0.34
O -7.042462 3.619136 -5.227544 -0.4158 0.6753 -0.9768 -0.07
H -4.925024 2.704843 -2.877878 -0.0123 -0.4139 0.0878 0.07
H -6.703888 2.459130 -2.982513 0.1410 -0.1145 -0.2382 0.07
H -5.973537 4.028945 -2.671080 -0.3337 0.1970 -0.1501 0.07
H -5.392213 2.390919 -5.122030 -0.0832 -0.2524 -0.4817 0.10
H -4.978941 4.026880 -5.096846 -0.4854 0.6821 0.3273 0.11
H -7.462856 2.783398 -5.442978 -0.0368 0.0777 -0.0187 0.09
C -5.308265 4.529482 3.310596 0.5888 0.9143 -0.1504 -0.08
C -6.725967 5.028274 3.035414 1.9605 1.1680 0.6957 -0.38
O -7.453657 3.973484 2.640194 -2.2960 -3.1414 -0.6124 -0.07
H -5.234720 3.908548 4.203421 -0.4018 -0.3615 -0.2403 0.07
H -4.629944 5.350578 3.542522 -0.1217 0.3760 -0.0676 0.07
H -4.854799 4.049709 2.443255 -0.2642 -0.3064 0.0412 0.07
H -6.833205 5.714029 2.194971 0.8419 1.0493 0.4297 0.12
H -7.103967 5.417622 3.980721 -0.1319 0.6271 0.0207 0.11
H -8.354023 4.283761 2.519113 -0.1703 -0.3346 -0.1212 0.09
C -0.363708 6.445074 -3.699457 -0.0497 -1.4188 0.5824 -0.09
C -0.992098 6.969792 -2.408500 0.4288 -2.1089 -1.3818 -0.37
O -1.596718 8.111917 -2.783968 -1.1633 3.4857 -0.0089 -0.07
H -1.053630 6.290506 -4.529045 -0.4406 0.4926 0.2459 0.07
H -0.037510 5.426326 -3.490046 1.0327 0.0518 -0.2200 0.07
H 0.390048 7.165010 -4.018278 0.3972 -0.4624 -0.0679 0.07
H -0.190455 7.230165 -1.717362 -0.1066 -0.8613 0.7096 0.11
H -1.792634 6.312252 -2.069531 0.4951 -0.2935 0.5861 0.12
H -0.811747 8.647178 -2.921524 -0.5955 1.1056 -0.4431 0.09
C 0.705221 5.219427 5.192073 -1.7098 -0.8312 0.3487 -0.09
C -0.184862 5.605987 6.400255 1.6113 -0.1366 -0.9853 -0.31
O 0.719306 6.304858 7.241383 -0.6987 1.0126 0.6214 -0.09
H 1.618384 4.697909 5.478869 -0.1073 0.1506 0.0694 0.07
H 0.911753 6.108156 4.595747 0.1476 -0.0615 0.1570 0.07
H 0.068125 4.552678 4.610991 0.3322 -0.2189 -0.5464 0.06
H -0.639761 4.812348 6.992943 0.1530 -0.4273 -0.3884 0.10
H -0.992076 6.215362 5.993842 -0.0956 0.3003 0.2991 0.10
H 0.330526 7.177867 7.332456 0.3702 0.2033 0.4205 0.08
C 0.411807 0.074994 -5.637130 -1.4920 -0.0960 0.7406 -0.11
C 1.651895 0.713219 -6.110764 0.3962 0.4100 -0.2692 -0.35
O 2.655113 -0.270633 -6.335888 0.2620 0.4135 -0.0924 -0.07
H -0.140371 -0.461810 -6.408520 0.2682 -0.2554 0.0323 0.08
H -0.272357 0.834303 -5.258342 -0.1511 0.2191 -0.0633 0.07
H 0.608312 -0.557515 -4.771446 0.0432 -0.2852 -0.1638 0.08
H 1.951608 1.468556 -5.384301 0.3965 -0.0469 0.1692 0.11
H 1.463025 1.278744 -7.023235 0.1845 -0.1874 -0.2852 0.11
H 3.233697 -0.255910 -5.569974 0.0954 -0.1695 -0.0480 0.08
C -0.282985 -6.133821 -1.581709 0.6723 -0.4648 1.7019 -0.08
C 1.217386 -5.730831 -1.655439 -1.5200 -0.6708 -0.9831 -0.33
O 1.346151 -4.834192 -2.692555 0.6988 1.5746 -1.8139 -0.09
H -0.263200 -7.085816 -1.051231 -0.5357 0.0643 0.6623 0.06
H -0.868650 -6.382354 -2.466768 0.8671 0.4703 -0.6297 0.07
H -0.833340 -5.365813 -1.038230 -0.1869 -0.2028 0.1918 0.06
H 1.764483 -6.631723 -1.933239 0.4002 0.1064 0.3000 0.11
H 1.658575 -5.186997 -0.820161 -0.3990 -1.0022 0.9301 0.11
H 1.226244 -3.960141 -2.314055 0.0079 0.1669 -0.3436 0.08
C 0.091780 1.135376 -0.043567 1.2578 0.5365 1.3980 -0.09
C 1.301536 0.375108 0.547919 -1.0155 0.9602 -1.9128 -0.30
O 1.803151 -0.303595 -0.602332 0.4140 -1.1583 0.3189 -0.10
H -0.355162 1.565432 0.852759 -0.8845 0.2428 -0.3470 0.06
H -0.533823 0.437553 -0.600138 -0.0811 0.1800 0.2449 0.07
H 0.463360 1.940230 -0.677791 -0.2500 -0.0550 -0.1601 0.07
H 0.847709 -0.224897 1.336673 0.7617 -0.8401 -0.0855 0.10
H 2.080525 1.023233 0.949430 -0.2417 0.1054 0.2393 0.11
H 2.688559 -0.012682 -0.832628 0.0849 -0.0033 0.2854 0.08
C -2.933484 -5.764115 3.389905 0.4818 -2.9994 2.3828 -0.85
O -2.340332 -6.656139 3.950926 0.7088 -2.0607 0.1303 0.04
N -4.180245 -5.746947 3.064344 -5.6877 -1.2213 -1.5292 0.17
N -2.424296 -4.621611 3.226364 3.6071 6.0113 -1.0801 0.17
H -4.614464 -4.915577 2.689707 0.0641 -0.4291 -0.0584 0.10
H -4.754740 -6.577104 3.094337 0.3267 0.1869 0.1374 0.12
H -1.446843 -4.527796 3.462763 -0.3702 0.4324 -0.0621 0.13
H -3.017237 -3.852579 2.948675 0.8610 0.1200 -0.0038 0.12
C 5.755532 1.098326 6.008496 -1.3948 1.5082 -1.4943 -0.86
O 5.400308 1.534632 4.953890 -1.0009 1.9604 -2.5251 0.05
N 5.606982 1.631699 7.177428 -0.9829 2.8294 4.1118 0.17
N 6.305683 -0.036716 6.095533 3.0237 -5.9101 -0.0554 0.17
H 5.006865 2.436178 7.290419 0.2209 -0.2390 0.0744 0.12
H 5.838979 1.056912 7.974854 -0.3267 0.7052 0.0685 0.11
H 6.518368 -0.412465 7.008599 0.3141 -0.5072 -0.7774 0.12
H 6.508471 -0.486477 5.214238 0.1579 -0.3641 0.5376 0.13
C 7.353725 1.312656 -1.170886 -2.9545 -0.7286 -1.4442 -0.79
O 6.460066 0.544989 -1.506899 -0.0171 -1.0576 -0.0912 0.00
N 7.454280 1.803644 0.025564 0.4796 1.0338 4.1298 0.17
N 8.140163 1.904742 -2.035341 2.2258 0.9484 -2.2357 0.16
H 8.077691 2.576421 0.210692 -0.2954 -0.3269 0.2758 0.11
H 6.823974 1.491687 0.750486 0.2456 0.0650 -0.1827 0.13
H 7.950362 1.755908 -3.016113 0.3207 0.1584 0.2855 0.12
H 8.770493 2.617376 -1.696290 -0.0457 -0.1798 -0.7247 0.11
C 8.253892 -4.325015 -2.442865 -0.9377 -2.1091 -1.6890 -0.82
O 8.681375 -5.430996 -2.632804 0.3973 -2.2721 -0.2721 0.04
N 7.064944 -3.877354 -2.794427 -3.5896 0.4150 -0.8771 0.16
N 8.966118 -3.359508 -2.006703 3.8922 4.1380 2.8250 0.16
H 6.418968 -4.440563 -3.328858 0.2185 0.1120 0.3550 0.12
H 6.809544 -2.936015 -2.532213 -0.3013 -0.3529 -0.3779 0.10
H 9.868741 -3.596308 -1.620295 -0.2502 0.1444 0.0527 0.12
H 8.494539 -2.543582 -1.643426 0.5056 -0.0161 0.0509 0.11
C 5.917177 -4.276076 2.172020 0.1128 -0.1471 -0.1941 -0.78
O 6.928048 -3.623690 2.051978 0.8504 0.5328 -0.0122 0.04
N 4.728937 -3.831643 2.489503 -2.9957 2.2832 1.1955 0.15
N 5.824562 -5.585623 1.946565 2.0394 -1.9422 -0.8926 0.15
H 4.599237 -2.861900 2.740227 -0.1550 -0.3308 -0.1065 0.12
H 3.962147 -4.489026 2.487745 -0.0036 0.7234 0.1198 0.11
H 5.054413 -6.183774 2.209578 0.6068 0.0989 -0.1400 0.11
H 6.750396 -5.883049 1.673681 -0.4470 -1.1739 0.0025 0.12
C -4.795919 -3.023751 -2.723069 -0.0804 1.6976 0.6669 -0.07
C -5.682074 -3.830167 -1.754397 1.3253 0.3086 -0.3191 -0.43
C -6.484046 -2.981474 -0.727537 0.7486 -0.3201 0.2577 -0.16
O -5.624017 -2.472097 0.368839 -1.5791 0.0162 -0.9344 -0.21
C -6.371110 -1.738223 1.398053 1.4680 -0.6518 -0.5491 -0.08
N -6.507373 -4.722465 -2.609981 -0.1763 1.3436 0.9263 0.03
H -4.097078 -2.339576 -2.241780 0.2558 -0.3490 0.6856 0.07
H -5.426117 -2.270100 -3.195257 -0.3977 -0.3195 -0.5061 0.07
H -4.194549 -3.500956 -3.496845 -0.4579 -0.6815 0.1700 0.07
H -5.084789 -4.501772 -1.137716 0.4947 0.2608 0.3055 0.12
H -7.216535 -3.681866 -0.326266 -0.2440 0.0272 0.3946 0.11
H -7.036203 -2.177055 -1.213474 0.1335 0.2859 0.0221 0.12
H -7.230527 -1.187664 1.015437 -0.0507 -0.2554 -0.0233 0.08
H -5.660796 -1.036215 1.834788 0.0073 0.2363 -0.2912 0.08
H -6.587370 -2.411134 2.227829 -0.6659 -0.1881 -0.1810 0.07
H -7.165233 -5.106353 -1.946690 -0.2584 -0.8703 -0.3364 0.05
H -5.819732 -5.408236 -2.887395 -0.4920 -0.5607 -0.2136 0.07

Record 2
17
Properties=species:S:1:pos:R:3:forces:R:3:lowdin_charge:R:1 method="wB97M-V/def2-TZVPD" charge=0 homo_ev=-8.6 gap_ev=8.35 smiles="O=c1occc2ccccc12"
O -0.964987 2.317176 0.902410 -0.9814 -1.7702 -2.5853 0.13
C -0.881497 1.360353 0.134040 -0.8140 2.6944 0.3838 -0.37
O -1.533226 1.184838 -1.129085 1.5485 1.4674 0.1086 0.04
C -0.649291 0.795375 -2.167111 1.5336 -1.9063 2.5910 -0.02
C 0.376589 -0.111285 -1.924551 -4.3948 2.9314 -0.8486 -0.02
C 0.442790 -0.618003 -0.626466 1.0286 -0.0040 2.7696 -0.15
C 1.222163 -1.764060 -0.322523 -1.7933 1.8431 1.0990 -0.02
C 1.367310 -2.131697 1.019038 0.6295 -0.3380 0.5545 -0.07
C 0.756886 -1.370697 2.064426 0.5049 1.4314 -1.6836 -0.04
C 0.102295 -0.126995 1.722041 -0.1611 -2.5353 1.9644 0.00
C -0.100155 0.240298 0.427950 2.1354 -3.7989 -1.2776 -0.12
H -0.812026 1.319650 -3.057482 -0.5345 0.4026 -1.2001 0.10
H 0.888823 -0.501190 -2.730854 1.2832 -0.5619 -1.4630 0.09
H 1.587394 -2.295062 -1.169753 0.5967 -0.5643 -0.1719 0.10
H 2.069228 -3.004667 1.189514 -1.2273 1.0281 0.2976 0.12
H 0.898569 -1.573711 3.122877 -0.0511 -0.3332 -0.3222 0.09
H -0.468813 0.399144 2.498039 0.6972 0.0135 -0.2162 0.13

Record 3
9
Properties=species:S:1:pos:R:3:forces:R:3:lowdin_charge:R:1 method="wB97M-V/def2-TZVPD" charge=0 homo_ev="-8.3 / -8.7" gap_ev="7.09 / 7.45"
C 0.804976 -1.204646 0.866599 -0.3622 -0.0963 -0.1668 -0.42
N 1.608481 -1.658134 0.007690 -0.2767 -0.5211 -0.0400 -0.61
O -0.571361 0.689152 -0.246468 0.2114 4.1077 -0.9531 -0.98
P -0.964357 -0.639850 0.433886 0.0757 -3.0456 1.4237 0.77
P -0.264819 2.282888 0.192620 0.0846 -1.1987 -0.4047 0.79
S 1.652118 -2.248498 -1.443156 0.2955 0.0700 -0.7128 0.62
H 1.243914 -1.202842 1.845617 -0.2358 0.4922 0.7871 0.06
H -0.847809 -1.250618 -0.828615 -0.3639 -0.9371 0.1169 -0.07
H 0.829213 2.084705 -0.665253 0.5713 1.1289 -0.0503 -0.14

Record 4
78
Properties=species:S:1:pos:R:3:forces:R:3:lowdin_charge:R:1 method="wB97M-V/def2-TZVPD" charge=0 homo_ev=-9.1 gap_ev=9.72 smiles="CC[C@H]1OC(=O)O[C@]1(CCCOC)CCC(N)=O.C1CCOC1.C1CCOC1.C1CCOC1"
C -0.754229 3.724185 2.574960 -0.0626 -0.0753 -0.0736 -0.09
C 0.336312 2.762650 3.050556 -0.0957 0.1669 0.0667 -0.16
C 1.416859 2.398718 2.039873 0.2160 -0.1640 0.2978 -0.21
O 2.338124 1.498055 2.716696 -0.2634 0.1378 0.1044 0.08
C 1.883737 0.237530 2.500284 0.1162 0.1393 -0.3459 -0.58
O 2.174402 -0.710587 3.148998 0.0614 -0.2314 0.2301 0.17
O 1.074384 0.223843 1.423503 0.0054 0.0964 0.0468 0.08
C 1.079221 1.538765 0.808502 0.0213 0.0921 -0.0413 -0.33
C -0.299575 1.754072 0.204758 -0.1093 -0.1713 -0.1300 -0.09
C -0.584141 1.028717 -1.128852 -0.1006 0.0364 0.0523 -0.13
C -1.749610 0.044672 -1.085734 0.0679 0.0652 0.0013 -0.23
O -1.345672 -1.201585 -0.562590 -0.0545 -0.0855 -0.0739 -0.19
C -1.626196 -1.468563 0.803690 0.1197 0.0504 0.0123 -0.09
C 2.220824 1.651538 -0.235523 0.0774 -0.0117 -0.1343 -0.08
C 3.201399 0.472445 -0.345156 0.1887 -0.0404 -0.0137 -0.08
C 2.574707 -0.784226 -0.909171 0.1673 0.2925 -0.2508 -0.50
N 2.245884 -0.691596 -2.298133 -0.3886 -0.3176 0.1968 0.13
O 2.309580 -1.747838 -0.248688 -0.1389 -0.3034 0.2039 0.11
H -1.538583 3.217859 2.015431 0.0335 0.0373 0.0321 0.06
H -0.348138 4.503959 1.924872 0.0154 0.0354 0.0991 0.07
H -1.228482 4.200198 3.433342 0.0540 0.0581 -0.0221 0.08
H -0.101482 1.855548 3.478087 -0.0199 -0.0115 -0.1195 0.13
H 0.874914 3.250238 3.867646 0.0227 -0.1369 0.0307 0.12
H 1.998570 3.291522 1.808466 -0.1120 -0.0424 -0.2929 0.16
H -0.445130 2.821759 0.045619 0.0824 -0.0115 0.0583 0.10
H -1.026026 1.418919 0.948161 0.0287 0.1219 0.0224 0.11
H -0.783181 1.781576 -1.897415 -0.0072 -0.0400 -0.0050 0.11
H 0.272740 0.456316 -1.481690 -0.0020 0.0790 0.0069 0.09
H -2.100134 -0.142003 -2.105114 0.0210 -0.0011 0.0089 0.12
H -2.597174 0.459888 -0.522529 0.0291 -0.0642 0.0171 0.12
H -1.938905 -0.562546 1.331143 -0.0645 -0.0551 0.0040 0.08
H -0.710271 -1.826623 1.275916 -0.0299 -0.0224 -0.0032 0.08
H -2.401297 -2.230539 0.896543 -0.0016 0.0620 -0.0089 0.08
H 2.810932 2.543808 -0.019407 -0.0460 -0.0076 0.0420 0.12
H 1.792495 1.818554 -1.222354 -0.0026 0.0263 0.0262 0.10
H 3.688464 0.231371 0.600595 -0.1052 0.0339 0.0112 0.12
H 3.975758 0.800330 -1.046152 0.0163 -0.0657 0.0257 0.12
H 3.003186 -1.043989 -2.877243 0.1151 0.3712 -0.0020 0.09
H 1.473939 -1.341880 -2.449175 0.1580 -0.0764 -0.2309 0.07
C -0.136630 -4.897569 -3.510466 0.0065 -0.0035 -0.0416 -0.16
C 1.369953 -4.982843 -3.274005 0.0073 -0.0016 0.0427 -0.16
C 1.878891 -3.823143 -4.119960 -0.0277 -0.0345 0.0171 -0.21
O 0.849014 -2.832873 -4.100083 0.0296 0.0505 0.0134 -0.17
C -0.353050 -3.391302 -3.551624 -0.0488 -0.0031 0.1131 -0.19
H -0.727638 -5.381028 -2.734313 0.0111 0.0059 0.0133 0.11
H -0.395853 -5.347578 -4.471419 0.0006 0.0015 -0.0020 0.11
H 1.596015 -4.808737 -2.220285 0.0006 0.0199 -0.0032 0.12
H 1.806547 -5.936767 -3.566737 -0.0094 -0.0028 -0.0111 0.11
H 2.059475 -4.129711 -5.155740 0.0023 -0.0096 0.0044 0.12
H 2.797759 -3.384941 -3.724856 0.0036 0.0060 -0.0059 0.11
H -0.511291 -2.987420 -2.545601 -0.0133 0.0052 -0.0154 0.11
H -1.191724 -3.093152 -4.181812 0.0151 0.0104 -0.0156 0.12
C -2.199037 -4.126396 5.126556 -0.0117 0.0111 0.0037 -0.17
C -3.467948 -4.906132 4.786732 0.0086 -0.0160 0.0006 -0.17
C -3.962709 -4.159752 3.554141 0.0191 0.0010 0.0224 -0.21
O -2.797738 -3.673399 2.888714 -0.0321 -0.0053 0.0123 -0.16
C -1.655379 -3.808426 3.740018 0.0118 0.0022 -0.0023 -0.20
H -1.490247 -4.686505 5.734518 -0.0041 -0.0069 -0.0017 0.11
H -2.451648 -3.205582 5.656500 0.0009 0.0023 -0.0046 0.11
H -3.219412 -5.938243 4.531097 0.0005 0.0014 -0.0050 0.11
H -4.202566 -4.920883 5.590807 0.0046 0.0081 0.0048 0.11
H -4.595911 -3.310602 3.834621 -0.0095 -0.0083 0.0099 0.12
H -4.521946 -4.793055 2.863995 0.0004 0.0056 -0.0071 0.12
H -1.025030 -4.620819 3.364661 0.0070 -0.0026 0.0095 0.12
H -1.078547 -2.883767 3.704060 0.0030 -0.0020 -0.0135 0.12
C 0.724229 6.698798 -1.976315 0.0205 0.0022 -0.0099 -0.16
C 0.088966 5.963411 -3.154992 -0.0184 -0.0004 0.0095 -0.16
C 0.562589 4.535900 -2.916675 0.0187 0.0111 -0.0109 -0.19
O 0.675519 4.387578 -1.497560 -0.0021 -0.0151 0.0314 -0.17
C 0.589514 5.666130 -0.865392 -0.0153 0.0090 -0.0134 -0.21
H 0.235930 7.641168 -1.733136 -0.0095 -0.0032 -0.0057 0.11
H 1.777500 6.901207 -2.180340 0.0013 -0.0044 0.0034 0.12
H -0.999753 6.018403 -3.092295 0.0004 -0.0048 0.0018 0.12
H 0.394900 6.348380 -4.126398 0.0087 0.0053 0.0042 0.11
H 1.542720 4.359975 -3.371452 -0.0008 0.0047 -0.0073 0.12
H -0.130946 3.783105 -3.292924 0.0042 -0.0091 0.0094 0.11
H -0.380121 5.752345 -0.361407 0.0016 0.0140 -0.0020 0.11
H 1.377400 5.739164 -0.113349 0.0011 -0.0110 0.0026 0.12

Electronic energy, record by record: -68039.6942 -13523.8245 -34032.3179 -43486.9109 eV